No. 1
The following is a quantum chemistry calculation of C40H45BClN8O6Ru as an isolated structure, from OMol25.

As for the energy above the lowest of the compared OMol25 structures with the same formula, charge and spin: 321.0 kJ/mol. The largest force on an atom comes out at 0.0146 Eh/bohr.

```
! RIJCOSX wB97M-V def2-TZVPD def2/J DEFGRID3
* xyz -1 5
Ru -0.29 0.30 0.03
C -1.89 -0.70 3.41
C -0.64 0.10 3.41
C 0.20 0.38 4.49
C 1.24 1.13 3.98
C 2.41 1.71 4.71
N 1.03 1.27 2.66
N -0.13 0.66 2.31
B 1.90 1.94 1.60
N 2.57 0.91 0.64
N 1.98 0.57 -0.54
C 2.80 -0.29 -1.14
C 2.45 -0.87 -2.48
C 3.92 -0.52 -0.35
C 3.73 0.25 0.78
C 4.55 0.31 2.02
N 1.04 2.89 0.74
N 0.09 2.41 -0.12
C -0.23 3.40 -0.95
C -1.14 3.28 -2.13
C 0.49 4.55 -0.60
C 1.28 4.19 0.46
C 2.27 5.01 1.22
H -2.22 -0.88 4.43
H -2.69 -0.18 2.89
H -1.75 -1.66 2.91
H 0.06 0.08 5.52
H 2.30 1.51 5.77
H 3.35 1.27 4.37
H 2.47 2.79 4.56
H 2.76 2.58 2.15
H 1.50 -0.46 -2.83
H 3.23 -0.63 -3.21
H 2.36 -1.95 -2.42
H 4.75 -1.18 -0.55
H 5.52 -0.15 1.84
H 4.72 1.34 2.35
H 4.06 -0.24 2.82
H -1.05 2.30 -2.60
H -2.18 3.43 -1.85
H -0.87 4.05 -2.86
H 0.44 5.51 -1.08
H 2.20 6.04 0.89
H 2.08 4.97 2.29
H 3.29 4.66 1.06
O -0.01 -1.54 -0.87
C 0.69 -2.22 -0.05
N 1.04 -3.52 -0.29
C 1.78 -3.98 0.88
C 1.85 -2.66 1.73
O 2.44 -2.57 2.78
N 1.16 -1.69 1.07
C 1.01 -5.06 1.62
C 1.35 -6.41 1.52
C 0.58 -7.38 2.14
C -0.55 -7.01 2.86
C -0.91 -5.67 2.95
C -0.13 -4.71 2.33
C 3.21 -4.38 0.53
C 4.10 -4.72 1.55
C 5.41 -5.04 1.25
C 5.86 -5.03 -0.06
C 4.98 -4.70 -1.08
C 3.66 -4.37 -0.79
H 0.26 -4.09 -0.64
H 2.23 -6.70 0.96
H 0.85 -8.42 2.06
H -1.16 -7.77 3.33
H -1.81 -5.38 3.47
H -0.43 -3.67 2.37
H 3.75 -4.71 2.57
H 6.09 -5.30 2.06
H 6.89 -5.28 -0.29
H 5.32 -4.69 -2.11
H 2.98 -4.11 -1.58
C -4.12 -0.09 0.27
C -3.42 0.95 -0.62
C -4.19 0.97 -1.95
C -1.99 0.58 -0.98
C -3.48 2.30 0.09
C -4.24 3.37 -0.37
C -4.27 4.59 0.31
C -3.54 4.75 1.48
C -2.79 3.69 1.96
C -2.77 2.49 1.28
H -4.17 -1.04 -0.24
H -5.13 0.26 0.50
H -3.59 -0.25 1.20
H -4.13 -0.02 -2.40
H -3.78 1.70 -2.66
H -5.24 1.20 -1.79
H -1.90 -0.06 -1.86
H -4.82 3.28 -1.28
H -4.87 5.40 -0.08
H -3.56 5.70 2.01
H -2.21 3.80 2.87
H -2.17 1.68 1.67
O -1.67 -4.46 -0.48
Cl -2.67 -3.45 -0.15
O -3.80 -4.09 0.46
O -3.07 -2.77 -1.36
O -2.09 -2.50 0.78
*
```

=====

No. 2
The following is a quantum chemistry calculation of C4H8N2O2 as an isolated structure in a non-equilibrium geometry, from OMol25.

As for the energy above the lowest of the compared OMol25 structures with the same formula, charge and spin: 703.3 kJ/mol. The largest force on an atom comes out at 0.0892 Eh/bohr.

```
! RIJCOSX wB97M-V def2-TZVPD def2/J DEFGRID3
* xyz 0 1
C 2.27 -0.75 -0.51
C -0.92 -1.27 0.27
C -0.37 1.00 -0.14
C 0.58 1.91 0.61
H 3.04 -1.59 0.12
H 2.81 0.51 -0.73
H 1.65 -1.27 -1.64
H -0.47 -2.07 0.91
H 0.52 3.06 0.56
H 1.67 1.53 0.21
H 0.68 1.97 1.76
H -1.47 2.32 -0.63
N -0.04 -0.35 -0.22
N -1.45 1.34 -0.69
O 1.16 -0.78 0.39
O -2.09 -1.31 0.16
*
```